Density functional theory data (ωB97M-V/def2-TZVPD) for a structure of composition C7H14O2.

The geometry in XYZ format:
```
23
Properties=species:S:1:pos:R:3:nbo_charge:R:1
C 1.5793 -0.0110 0.5461 0.086
C -1.3738 0.0891 -0.2461 -0.165
C 0.7163 0.2095 -0.5909 -0.273
C 2.4822 -1.2256 0.5652 -0.617
C -1.7139 1.5608 -0.3032 -0.650
C -1.7759 -0.7054 -1.4745 -0.646
C 0.1331 -0.2949 1.3024 0.383
O 2.1394 1.1102 1.1433 -0.716
O -0.1190 0.4828 2.2287 -0.661
H 1.5335 1.3299 1.8867 0.495
H -1.9199 -0.3336 0.5983 0.219
H -0.0966 -1.3610 1.2354 0.161
H 0.6755 -0.5726 -1.3375 0.215
H 0.7039 1.2279 -0.9561 0.236
H 2.7564 -1.4654 1.5936 0.225
H 1.9970 -2.0934 0.1134 0.204
H 3.3915 -1.0095 0.0001 0.223
H -2.7996 1.6954 -0.2935 0.214
H -1.3360 2.0331 -1.2128 0.197
H -1.2918 2.0777 0.5604 0.236
H -1.4528 -1.7463 -1.3971 0.210
H -2.8658 -0.7191 -1.5711 0.221
H -1.3630 -0.2783 -2.3909 0.205
```

Properties
Orbital gap in eV: 9.46
Max |F| in hartree/bohr: 0.077
E_tot in Eh: -425.468090
E_HOMO in eV: -8.65